Record 1
Formula: C27H24AsCl2O3RuS
Source: the Open Molecules 2025 dataset
Level of theory: ωB97M-V/def2-TZVPD

Properties
Highest occupied orbital energy (spin up / spin down): -0.281 / -0.291 hartree
Calculated total energy: -4918.16645 Eh
Gap between HOMO and LUMO (spin up / spin down): 0.2357 / 0.2559 Ha
2S+1: 2
Max |F|: 0.0372 hartree/bohr
Energy above the lowest of the compared OMol25 structures with the same formula, charge and spin: 0.00 kJ/mol

Each line ends with the Löwdin charge.
Geometry (Å):
Ru: 0.41 -1.59 -0.65  0.842
S: 2.47 -1.42 0.42  0.582
C: 2.87 0.25 0.83  -0.698
C: 4.17 0.49 1.31  -0.127
C: 4.56 1.76 1.66  -0.084
C: 3.67 2.83 1.54  -0.087
C: 2.39 2.61 1.06  -0.090
C: 2.00 1.32 0.70  -0.428
As: 0.25 0.85 0.10  1.285
C: 0.59 0.69 -1.84  -0.425
C: 1.87 0.82 -2.38  -0.096
C: 2.03 0.90 -3.76  -0.080
C: 0.92 0.83 -4.59  -0.072
C: -0.35 0.66 -4.06  -0.075
C: -0.52 0.58 -2.68  -0.113
C: -0.65 2.57 0.14  -0.378
C: -1.34 2.90 1.30  -0.109
C: -1.92 4.15 1.43  -0.078
C: -1.82 5.07 0.39  -0.082
C: -1.16 4.73 -0.78  -0.074
C: -0.57 3.48 -0.91  -0.093
H: 4.85 -0.35 1.41  0.098
H: 5.56 1.93 2.04  0.104
H: 3.98 3.84 1.81  0.101
H: 1.70 3.43 0.96  0.099
H: 2.74 0.89 -1.73  0.104
H: 3.02 1.01 -4.18  0.112
H: 1.05 0.89 -5.66  0.111
H: -1.21 0.58 -4.71  0.114
H: -1.50 0.45 -2.26  0.105
H: -1.42 2.17 2.10  0.100
H: -2.46 4.41 2.33  0.105
H: -2.27 6.05 0.49  0.104
H: -1.09 5.44 -1.59  0.106
H: -0.05 3.22 -1.82  0.103
O: -3.53 -2.41 -0.88  0.076
C: -2.63 -2.00 -0.19  -0.596
O: -1.64 -1.26 -0.64  -0.282
C: -2.67 -2.26 1.31  -0.164
C: -3.67 -3.09 1.81  -0.025
C: -3.78 -3.32 3.17  -0.077
C: -2.89 -2.71 4.05  -0.091
C: -1.90 -1.87 3.56  -0.086
C: -1.79 -1.65 2.20  -0.071
H: -4.35 -3.54 1.10  0.119
H: -4.56 -3.96 3.55  0.103
H: -2.99 -2.87 5.12  0.101
H: -1.21 -1.38 4.25  0.103
H: -1.03 -0.97 1.83  0.040
C: 1.20 -2.36 -3.42  -0.178
O: 0.78 -2.64 -2.12  -0.519
H: 1.40 -3.32 -3.91  0.087
H: 2.11 -1.77 -3.45  0.072
H: 0.43 -1.84 -4.00  0.069
Cl: 0.24 -6.27 1.90  0.559
C: -0.06 -4.55 1.79  -0.935
Cl: 0.18 -4.02 0.09  0.663
H: 0.65 -4.02 2.41  0.038
H: -1.08 -4.34 2.06  0.008

Record 2
Formula: C27H24EuN5O3S3
Source: the Open Molecules 2025 dataset
Level of theory: ωB97M-V/def2-TZVPD

Properties
Highest occupied orbital energy (spin up / spin down): -0.072 / -0.155 hartree
Calculated total energy: -3447.49237 Eh
Gap between HOMO and LUMO (spin up / spin down): 0.1466 / 0.1462 Ha
2S+1: 8
Charge: -1
Max |F|: 0.1816 hartree/bohr
Energy above the lowest of the compared OMol25 structures with the same formula, charge and spin: 500.19 kJ/mol

Each line ends with the Löwdin charge.
Geometry (Å):
Eu: 0.00 0.05 -0.29  1.721
N: -3.95 1.72 0.15  0.183
C: -2.94 0.83 0.21  -0.548
O: -1.84 1.20 0.68  -0.201
C: -3.18 -0.55 -0.31  -0.278
C: -2.07 -0.96 -1.31  -0.328
H: -3.79 2.66 0.45  0.113
H: -4.81 1.48 -0.29  0.101
H: -4.20 -0.60 -0.72  0.092
H: -3.13 -1.20 0.57  0.073
H: -2.31 -0.50 -2.28  0.002
H: -2.15 -2.04 -1.46  0.004
O: 2.84 -3.37 -1.26  0.067
C: 3.92 -3.00 -0.55  -0.261
C: 5.08 -3.77 -0.71  -0.022
C: 6.23 -3.45 -0.01  -0.097
C: 6.25 -2.36 0.86  -0.102
C: 5.11 -1.60 1.01  -0.033
C: 3.93 -1.90 0.32  -0.074
C: 2.71 -1.07 0.51  -0.423
O: 1.60 -1.46 -0.05  -0.255
N: 2.86 0.01 1.22  0.082
N: 1.71 0.78 1.37  -0.203
C: 1.90 1.78 2.14  -0.987
S: 0.59 2.87 2.55  0.892
C: 1.72 4.18 3.07  -0.539
C: 2.84 3.52 3.84  -0.544
S: 3.47 2.13 2.86  0.884
H: 2.11 -2.75 -1.01  0.068
H: 5.03 -4.61 -1.38  0.113
H: 7.11 -4.06 -0.14  0.097
H: 7.15 -2.12 1.41  0.094
H: 5.09 -0.75 1.68  0.101
H: 1.15 4.87 3.69  0.071
H: 2.09 4.70 2.19  0.076
H: 2.49 3.15 4.80  0.072
H: 3.68 4.21 4.01  0.069
S: -0.82 -1.27 2.30  0.531
C: -1.34 -2.49 3.40  -0.788
N: -0.62 -2.59 4.60  -0.019
C: -0.96 -3.50 5.62  -0.151
C: -2.00 -4.35 5.44  -0.162
C: -2.74 -4.31 4.23  -0.140
C: -2.38 -3.36 3.23  -0.171
H: 0.15 -1.96 4.71  0.094
H: -0.36 -3.48 6.51  0.088
H: -2.26 -5.05 6.22  0.083
H: -3.57 -4.99 4.08  0.065
H: -2.92 -3.29 2.30  0.080
N: 3.90 6.35 -7.65  0.134
C: 3.46 5.67 -6.83  -0.196
C: 2.91 4.81 -5.81  -0.248
C: 3.62 4.59 -4.63  -0.034
C: 3.08 3.78 -3.64  -0.024
C: 1.83 3.18 -3.81  -0.262
C: 1.13 3.41 -5.01  -0.028
C: 1.66 4.21 -5.99  -0.037
C: 1.28 2.36 -2.78  -0.199
C: 0.83 1.68 -1.87  -0.160
H: 4.59 5.06 -4.50  0.115
H: 3.63 3.60 -2.73  0.117
H: 0.17 2.93 -5.14  0.115
H: 1.12 4.39 -6.91  0.115

Record 3
Formula: C27H24F12N6O2PdS
Source: the Open Molecules 2025 dataset
Level of theory: ωB97M-V/def2-TZVPD

Properties
Highest occupied orbital energy (spin up / spin down): -0.307 / -0.315 hartree
Calculated total energy: -3246.68681 Eh
Gap between HOMO and LUMO (spin up / spin down): 0.3167 / 0.2167 Ha
2S+1: 5
Max |F|: 0.0044 hartree/bohr
Energy above the lowest of the compared OMol25 structures with the same formula, charge and spin: 6.88 kJ/mol

Each line ends with the Löwdin charge.
Geometry (Å):
Pd: 0.55 0.05 -0.46  1.051
C: -0.10 -6.92 -2.07  -0.036
C: -0.37 -5.50 -1.66  -0.232
C: -1.34 -5.18 -0.72  -0.015
C: -1.55 -3.88 -0.36  0.021
C: -0.80 -2.81 -0.92  -0.181
N: -0.99 -1.55 -0.47  0.100
C: -2.16 -1.21 0.20  -0.244
C: -3.38 -1.43 -0.45  -0.005
C: -4.57 -1.03 0.13  -0.018
C: -4.58 -0.42 1.37  -0.248
C: -5.85 0.06 2.01  -0.036
C: -3.36 -0.22 2.02  0.027
C: -2.14 -0.59 1.45  -0.065
C: -0.83 -0.44 2.23  -0.318
O: 0.32 -0.57 1.49  -0.234
C: -0.75 0.94 2.96  -0.549
F: -0.96 1.92 2.07  0.156
F: -1.62 1.09 3.96  0.157
F: 0.47 1.12 3.48  0.150
C: -0.77 -1.61 3.26  -0.546
F: -0.78 -2.78 2.60  0.162
F: -1.80 -1.61 4.11  0.166
F: 0.35 -1.57 3.99  0.169
C: 0.21 -3.14 -1.88  -0.032
C: 0.39 -4.46 -2.22  0.024
C: 1.05 -2.06 -2.57  -0.345
O: 0.69 -0.77 -2.34  -0.181
C: 0.93 -2.22 -4.12  -0.554
F: 1.57 -3.30 -4.59  0.146
F: -0.36 -2.33 -4.46  0.178
F: 1.43 -1.16 -4.76  0.176
C: 2.54 -2.22 -2.14  -0.535
F: 2.64 -1.88 -0.83  0.123
F: 3.34 -1.39 -2.82  0.151
F: 3.05 -3.44 -2.26  0.167
H: -0.91 -7.58 -1.77  0.079
H: 0.82 -7.29 -1.60  0.091
H: 0.04 -7.01 -3.15  0.086
H: -1.93 -5.97 -0.27  0.120
H: -2.27 -3.64 0.41  0.120
H: -3.37 -1.88 -1.44  0.130
H: -5.50 -1.19 -0.41  0.119
H: -6.72 -0.41 1.55  0.078
H: -5.93 1.14 1.89  0.070
H: -5.86 -0.16 3.08  0.084
H: -3.38 0.24 2.99  0.127
H: 1.13 -4.73 -2.95  0.121
C: 4.31 1.64 -2.02  -0.062
N: 4.51 0.87 -0.79  -0.185
C: 5.50 -0.20 -0.90  -0.048
C: 3.69 0.99 0.27  -0.687
S: 2.17 1.81 0.12  0.732
N: 4.09 0.50 1.45  -0.188
C: 3.13 0.26 2.53  -0.070
C: 5.48 0.56 1.90  -0.042
H: 5.29 1.89 -2.42  0.096
H: 3.76 2.55 -1.81  0.055
H: 3.76 1.05 -2.75  0.090
H: 5.44 -0.60 -1.91  0.087
H: 5.27 -1.00 -0.21  0.092
H: 6.51 0.16 -0.73  0.093
H: 2.15 0.00 2.13  0.024
H: 3.02 1.15 3.15  0.098
H: 3.50 -0.56 3.13  0.104
H: 6.06 1.20 1.24  0.089
H: 5.94 -0.42 1.96  0.095
H: 5.48 1.01 2.89  0.097
N: -0.76 1.59 -1.06  0.045
C: -1.91 1.78 -0.86  -0.344
N: -3.15 2.01 -0.80  0.108
C: -3.72 2.66 0.20  -0.376
N: -4.31 3.19 1.04  0.120

Record 4
Formula: C27H25BCl5F4N4OS3ScSe
Source: the Open Molecules 2025 dataset
Level of theory: ωB97M-V/def2-TZVPD

Properties
Highest occupied orbital energy: -0.067 hartree
Calculated total energy: -8420.57611 Eh
Gap between HOMO and LUMO: 0.1943 Ha
Charge: -2
Max |F|: 0.0253 hartree/bohr
Energy above the lowest of the compared OMol25 structures with the same formula, charge and spin: 0.00 kJ/mol

Each line ends with the Löwdin charge.
Geometry (Å):
Sc: -1.50 0.55 0.55  0.517
S: -3.39 0.39 -1.44  0.593
C: -2.58 1.85 -1.79  -1.126
N: -1.87 2.49 -0.90  -0.056
C: -1.34 3.66 -1.40  -0.314
C: -0.62 4.61 -0.67  -0.033
C: -0.15 5.74 -1.31  -0.105
C: -0.39 5.95 -2.67  -0.119
C: -1.14 5.04 -3.39  -0.105
C: -1.62 3.91 -2.75  -0.477
S: -2.61 2.62 -3.37  1.030
H: -0.48 4.45 0.40  0.075
H: 0.41 6.47 -0.74  0.091
H: 0.00 6.83 -3.15  0.087
H: -1.35 5.21 -4.44  0.098
C: 5.81 0.09 -1.74  -0.049
C: 4.70 0.66 -0.90  -0.270
C: 4.22 1.94 -1.12  -0.034
C: 3.14 2.43 -0.40  -0.068
C: 2.57 1.63 0.57  -0.385
C: 3.03 0.34 0.81  -0.053
C: 4.10 -0.13 0.08  -0.029
S: 1.11 2.21 1.40  0.932
C: 1.79 2.56 3.02  -0.211
O: 0.30 0.95 1.66  -0.668
H: 6.22 0.84 -2.41  0.070
H: 5.42 -0.74 -2.35  0.089
H: 6.62 -0.31 -1.13  0.076
H: 4.66 2.54 -1.91  0.112
H: 2.71 3.40 -0.64  0.114
H: 2.51 -0.29 1.52  0.094
H: 4.44 -1.15 0.23  0.120
H: 2.26 1.65 3.40  0.065
H: 0.94 2.84 3.64  0.037
H: 2.50 3.37 2.93  0.061
Cl: 1.30 -4.35 4.65  0.473
C: 1.67 -3.39 3.19  -1.004
Cl: 0.52 -2.08 2.94  0.642
H: 1.62 -4.06 2.34  0.029
H: 2.66 -2.98 3.33  0.014
Se: -2.08 2.44 2.64  0.537
C: -3.80 3.02 2.93  -0.878
N: -4.87 3.40 3.16  -0.019
F: -0.15 -0.07 -3.25  0.130
B: 0.67 0.44 -2.27  -1.241
F: -0.03 0.22 -0.97  -0.018
F: 1.88 -0.23 -2.19  0.156
F: 0.86 1.82 -2.39  0.151
Cl: 0.44 -5.88 -2.39  -0.601
C: -1.04 -3.27 -3.84  -1.171
Cl: -2.22 -4.38 -4.38  0.647
Cl: 0.19 -2.79 -4.92  0.688
C: -1.09 -2.80 -2.63  -0.137
N: -1.15 -2.40 -1.46  0.162
C: -4.02 -1.75 3.03  -0.064
C: -3.32 -2.83 2.26  -0.234
C: -3.65 -4.16 2.39  -0.084
C: -3.01 -5.17 1.66  -0.128
C: -2.01 -4.82 0.78  -0.063
C: -1.64 -3.49 0.64  -0.204
C: -0.53 -3.09 -0.27  -0.098
C: -2.31 -2.44 1.33  -0.384
N: -1.98 -1.16 1.11  -0.131
H: -4.74 -2.17 3.73  0.063
H: -4.54 -1.06 2.35  0.077
H: -3.31 -1.13 3.57  0.071
H: -4.44 -4.43 3.09  0.092
H: -3.30 -6.21 1.79  0.077
H: -1.48 -5.57 0.20  0.087
H: 0.05 -3.93 -0.66  0.043
H: 0.08 -2.31 0.17  0.089
H: -1.68 -1.54 -1.23  0.075

Record 5
Formula: C27H25CdN3O5P
Source: the Open Molecules 2025 dataset
Level of theory: ωB97M-V/def2-TZVPD

Properties
Highest occupied orbital energy: -0.092 hartree
Calculated total energy: -2093.37581 Eh
Gap between HOMO and LUMO: 0.1521 Ha
Charge: -1
Max |F|: 0.0114 hartree/bohr
Energy above the lowest of the compared OMol25 structures with the same formula, charge and spin: 0.00 kJ/mol

Each line ends with the Löwdin charge.
Geometry (Å):
Cd: 0.16 -0.83 -1.82  1.386
N: -0.94 0.96 1.12  -0.103
P: -0.58 -0.76 0.88  0.948
C: -0.17 -1.19 2.60  -0.361
C: -1.08 -1.02 3.64  -0.109
C: -0.72 -1.31 4.95  -0.092
C: 0.55 -1.79 5.23  -0.105
C: 1.47 -1.97 4.20  -0.097
C: 1.10 -1.67 2.89  -0.103
C: -2.13 -1.48 0.53  -0.405
C: -2.77 -2.46 1.29  -0.180
C: -4.04 -2.93 1.02  -0.183
C: -4.76 -2.23 0.00  -0.180
C: -4.18 -1.34 -0.84  -0.106
C: -2.69 -1.06 -0.83  -0.359
C: -0.71 1.95 0.21  -0.402
C: -1.01 3.29 0.54  -0.033
C: -0.77 4.28 -0.38  -0.094
C: -0.24 3.95 -1.63  -0.090
C: 0.03 2.62 -1.87  -0.153
N: -0.21 1.63 -0.99  0.046
H: -1.50 1.22 1.92  0.093
H: -2.08 -0.68 3.42  0.106
H: -1.44 -1.17 5.75  0.097
H: 0.83 -2.02 6.25  0.094
H: 2.46 -2.35 4.42  0.096
H: 1.81 -1.81 2.08  0.095
H: -2.25 -2.85 2.17  0.085
H: -4.52 -3.66 1.66  0.059
H: -5.83 -2.41 -0.10  0.084
H: -4.80 -0.81 -1.55  0.080
H: -2.58 0.03 -0.95  0.094
H: -1.41 3.52 1.52  0.102
H: -1.00 5.31 -0.13  0.100
H: -0.03 4.69 -2.38  0.091
H: 0.47 2.29 -2.80  0.092
O: 2.01 0.50 -2.80  -0.091
C: 2.62 0.07 -1.79  -0.715
O: 2.39 -1.03 -1.23  -0.127
C: 3.60 0.99 -1.11  -0.118
C: 3.51 1.16 0.26  0.000
C: 4.34 2.06 0.91  -0.053
C: 5.30 2.77 0.20  -0.013
C: 5.37 2.57 -1.16  -0.138
C: 4.53 1.71 -1.84  0.061
N: 6.39 3.32 -1.94  -0.351
O: 7.16 4.03 -1.31  0.057
O: 6.42 3.16 -3.14  0.070
H: 2.77 0.59 0.81  0.111
H: 4.25 2.20 1.98  0.106
H: 5.97 3.47 0.68  0.113
H: 4.60 1.61 -2.92  0.131
C: -2.70 -3.91 -2.22  -0.117
O: -1.62 -3.00 -2.09  -0.258
C: -1.88 -1.59 -2.07  -0.526
C: -2.52 -1.12 -3.37  -0.138
H: -3.40 -3.62 -3.01  0.077
H: -3.24 -4.04 -1.29  0.063
H: -2.25 -4.87 -2.51  0.078
H: -3.57 -1.42 -3.45  0.055
H: -1.98 -1.50 -4.23  0.066
H: -2.50 -0.02 -3.41  0.064

Record 6
Formula: C27H25GdN4O4S2
Source: the Open Molecules 2025 dataset
Level of theory: ωB97M-V/def2-TZVPD

Properties
Highest occupied orbital energy (spin up / spin down): -0.282 / -0.283 hartree
Calculated total energy: -3126.05152 Eh
Gap between HOMO and LUMO (spin up / spin down): 0.2477 / 0.2868 Ha
2S+1: 8
Max |F|: 0.0453 hartree/bohr
Energy above the lowest of the compared OMol25 structures with the same formula, charge and spin: 108.83 kJ/mol

Each line ends with the Löwdin charge.
Geometry (Å):
Gd: -0.63 -0.40 0.90  1.635
O: -3.91 -0.20 -2.27  0.044
C: -4.10 1.13 -2.17  -0.262
C: -4.73 1.79 -3.23  -0.013
C: -4.96 3.14 -3.17  -0.083
C: -4.55 3.88 -2.07  -0.095
C: -3.91 3.25 -1.02  -0.029
C: -3.69 1.87 -1.04  -0.088
C: -3.00 1.21 0.07  -0.432
O: -2.73 -0.06 0.03  -0.228
N: -2.68 1.96 1.11  0.077
N: -1.81 1.32 1.93  -0.148
C: -1.68 1.59 3.18  -0.053
C: -0.62 0.94 3.91  -0.157
C: -0.74 0.71 5.29  -0.047
C: 0.22 0.02 5.99  -0.094
C: 1.35 -0.44 5.33  -0.080
C: 1.52 -0.21 3.98  -0.017
C: 0.55 0.48 3.21  -0.397
O: 0.76 0.69 1.94  -0.263
H: -3.49 -0.49 -1.42  0.073
H: -5.03 1.20 -4.08  0.117
H: -5.47 3.63 -3.99  0.102
H: -4.74 4.94 -2.03  0.097
H: -3.57 3.80 -0.16  0.106
H: -2.36 2.28 3.70  0.138
H: -1.63 1.07 5.79  0.113
H: 0.09 -0.17 7.05  0.100
H: 2.11 -0.99 5.87  0.104
H: 2.40 -0.55 3.46  0.106
S: -0.88 -2.69 -0.81  0.572
C: -0.77 -1.37 -1.87  -1.164
N: -0.33 -0.17 -1.49  -0.139
C: -0.48 0.76 -2.49  -0.324
C: -0.23 2.12 -2.36  -0.016
C: -0.46 2.94 -3.45  -0.080
C: -0.91 2.42 -4.66  -0.088
C: -1.18 1.07 -4.80  -0.087
C: -0.96 0.25 -3.70  -0.464
S: -1.28 -1.46 -3.55  1.058
H: 0.10 2.51 -1.40  0.118
H: -0.28 4.00 -3.36  0.103
H: -1.06 3.08 -5.50  0.101
H: -1.56 0.66 -5.72  0.108
O: 1.01 -2.09 1.54  -0.139
C: 2.03 -2.47 0.96  -0.483
C: 2.91 -3.56 1.55  -0.078
C: 4.34 -3.09 1.84  -0.181
C: 5.26 -3.10 0.62  -0.210
C: 4.86 -2.08 -0.45  -0.180
C: 3.49 -2.38 -1.05  -0.158
N: 2.40 -1.94 -0.20  0.095
H: 2.92 -4.40 0.87  0.129
H: 2.43 -3.88 2.48  0.126
H: 4.77 -3.77 2.59  0.113
H: 4.32 -2.09 2.27  0.114
H: 5.26 -4.10 0.17  0.115
H: 6.28 -2.89 0.95  0.110
H: 5.60 -2.09 -1.25  0.111
H: 4.85 -1.08 -0.02  0.120
H: 3.39 -3.45 -1.25  0.128
H: 3.39 -1.85 -2.01  0.128
H: 1.79 -1.20 -0.56  0.115

- Among the records above, which one has the lowest max |F|?
  C27H24F12N6O2PdS